1.
23
Properties=species:S:1:pos:R:3:forces:R:3 method="wB97M-V/def2-TZVPD" smiles="C=C[C@](C)(O)c1sccc1C" relative_energy_kcal_mol=0.00 homo_energy_ev=-8.52 homo_lumo_gap_ev=9.34
C 2.7969 0.1223 -0.0488 0.064 -0.152 0.025
C 2.7439 -1.2239 0.0727 -0.350 -0.230 0.049
C 1.5171 0.7344 -0.1497 -0.206 -0.097 0.001
C 0.5114 -0.1858 -0.1147 0.139 -0.272 -0.055
C -2.3078 -2.1669 -0.2033 -0.088 -0.085 0.014
C -1.6044 -1.2188 -0.7919 -0.056 0.315 -0.106
C 1.3667 2.2130 -0.2928 -0.091 0.058 0.002
C -1.4851 0.2237 1.2986 0.037 0.006 -0.325
C -0.9865 -0.0020 -0.1374 -0.110 -0.247 0.502
O -1.2780 1.1381 -0.9383 -0.014 0.149 -0.194
S 1.1249 -1.8022 0.0560 0.320 0.445 -0.077
H 3.7140 0.6848 -0.0630 0.194 0.092 -0.001
H 3.5511 -1.9219 0.1715 0.220 -0.098 0.018
H -2.7016 -2.9962 -0.7661 -0.051 -0.136 -0.144
H -2.5105 -2.1745 0.8533 -0.018 0.072 0.256
H -1.4183 -1.2534 -1.8580 0.030 -0.071 -0.122
H 1.5250 2.5003 -1.3319 -0.004 0.119 -0.047
H 0.3718 2.5354 -0.0071 0.014 0.123 0.000
H 2.1081 2.7225 0.3200 0.036 0.077 0.018
H -2.5717 0.2899 1.3164 -0.119 0.001 0.041
H -1.1629 -0.5899 1.9418 -0.010 -0.069 0.110
H -1.0681 1.1537 1.6778 0.062 0.035 0.011
H -2.2360 1.2173 -1.0051 -0.001 -0.034 0.025


2.
26
Properties=species:S:1:pos:R:3:forces:R:3 method="wB97M-V/def2-TZVPD" relative_energy_kcal_mol=93.74 homo_energy_ev="-7.21 / -7.11" homo_lumo_gap_ev="6.93 / 6.05"
C -3.0770 -1.3514 0.8737 3.055 -2.014 0.353
C -4.3264 -1.3936 0.2738 -0.605 0.139 3.170
C -2.1643 -0.3256 0.7316 -1.625 0.215 -0.761
C -4.6210 -0.2553 -0.4145 -2.096 2.192 -1.307
C -2.5093 0.7728 -0.0923 0.596 -1.717 0.726
C -3.7574 0.8249 -0.6887 0.188 -2.245 0.876
C -0.4462 2.0172 0.1951 -0.033 0.358 -1.572
C 2.6629 -0.7025 0.0763 -0.172 0.192 0.223
C 0.7639 1.3212 0.4163 1.292 -1.589 -1.063
C 3.2037 -1.9858 -0.4011 1.917 1.587 -2.216
C 1.9839 2.1609 0.6194 0.860 -3.340 1.887
N -1.6381 1.7683 -0.2295 0.471 2.823 0.075
S 1.0386 -0.3450 0.0405 -0.221 0.650 0.022
H -2.6465 -2.2939 1.3062 -0.850 0.977 0.355
H -5.0407 -1.9528 0.9941 0.559 0.363 -2.434
H -1.2411 -0.2255 1.2632 0.269 -0.566 0.240
H -5.6507 -0.0051 -0.6975 0.151 -0.647 -0.084
H -0.1516 3.0791 0.0636 -0.485 -0.260 0.409
H 3.3992 -0.1115 0.5645 0.072 1.002 0.208
H -4.0620 1.6574 -1.2629 -0.265 0.709 -0.450
H 3.8186 -2.4494 0.3116 1.149 -0.360 1.181
H 2.4890 -2.6839 -0.5908 -2.295 -1.920 -0.914
H 3.8619 -1.8780 -1.3713 -1.222 -0.039 1.683
H 1.6526 3.1125 0.6956 -0.748 3.167 0.741
H 2.3810 1.7594 1.6016 0.144 1.015 -0.803
H 2.8133 2.1835 -0.0809 -0.106 -0.692 -0.545


3.
105
Properties=species:S:1:pos:R:3:forces:R:3 method="wB97M-V/def2-TZVPD" smiles="O=C1C[C@@H](CCC(F)(F)C(F)(F)S(F)(F)(F)(F)F)CN1.CCOCC.CCOCC.CCOCC.CCOCC.CCOCC" homo_energy_ev=-9.64 homo_lumo_gap_ev=8.60
O 4.2697 -7.8577 -1.5726 -0.703 3.058 -0.744
C 4.0082 -6.7791 -2.1167 0.770 -2.327 0.010
C 3.8751 -5.3080 -1.4696 -0.620 -1.445 -0.056
C 2.7175 -4.7495 -2.4080 2.102 -0.407 -2.614
C 2.6021 -3.1925 -2.7159 -0.005 0.507 1.404
C 1.2592 -2.4945 -2.2212 0.422 0.541 0.156
C -0.0449 -2.9267 -3.0788 3.114 1.793 0.306
F -0.5844 -1.6955 -3.5464 0.059 -2.812 0.554
F 0.4359 -3.6548 -4.1752 -1.762 0.801 1.500
C -1.0285 -3.7211 -2.1220 0.172 0.821 2.310
F -0.3704 -4.6112 -1.2477 -0.789 1.925 -2.349
F -1.6378 -2.7717 -1.2728 1.843 -2.226 -1.816
S -2.3908 -4.7110 -2.9590 -3.231 -2.130 0.329
F -3.5430 -3.7274 -2.2654 1.296 -1.441 -1.349
F -2.4110 -3.7680 -4.3107 0.532 -1.314 1.866
F -1.3365 -5.8134 -3.5941 -1.018 2.003 0.568
F -2.4856 -5.6851 -1.5888 -0.166 1.327 -2.049
F -3.6196 -5.6001 -3.6248 1.805 1.318 0.946
C 3.2508 -5.3533 -3.8148 -1.013 -0.510 -1.280
N 3.7738 -6.7569 -3.5858 -1.429 2.144 2.256
H 4.9071 -4.8461 -1.5006 -1.412 -0.014 -0.336
H 3.5935 -5.4220 -0.3803 0.299 0.098 -1.266
H 1.7909 -5.3774 -2.2440 0.728 1.304 0.265
H 3.4527 -2.6819 -2.1385 -1.247 -0.635 -0.722
H 2.7984 -2.9227 -3.8106 -0.498 -0.690 1.498
H 1.4194 -1.3675 -2.3552 -0.603 -1.586 0.002
H 1.0960 -2.6308 -1.0994 0.197 -0.048 -1.562
H 3.9773 -4.7014 -4.4023 -0.626 -0.742 1.225
H 2.3743 -5.5290 -4.5265 0.980 0.795 0.848
H 2.8977 -7.2821 -3.7489 1.172 -0.580 0.213
C 7.0431 -5.3081 1.5067 0.040 0.117 0.208
C 7.1204 -4.3988 0.2931 -0.010 -0.041 0.130
O 6.3548 -3.2101 0.4263 -0.158 0.021 -0.193
C 6.7216 -2.3374 1.4844 0.041 0.096 -0.014
C 8.1396 -1.8054 1.3677 0.169 -0.196 -0.041
H 6.0024 -5.5114 1.7707 0.048 -0.039 -0.097
H 7.5504 -6.2540 1.3078 -0.050 0.042 -0.018
H 7.5167 -4.8515 2.3792 0.040 -0.066 -0.041
H 6.7116 -4.9308 -0.5687 0.004 0.162 0.017
H 8.1596 -4.1584 0.0464 0.040 -0.018 0.051
H 6.5618 -2.8244 2.4519 0.066 -0.015 0.023
H 6.0268 -1.4952 1.4420 -0.097 -0.184 -0.129
H 8.8777 -2.6015 1.4913 0.000 0.068 0.061
H 8.3293 -1.0529 2.1362 -0.037 -0.033 -0.045
H 8.3044 -1.3575 0.3847 -0.068 0.034 0.071
C -3.0834 -0.5893 -1.3929 -0.337 0.480 -0.212
C -2.5711 -0.0211 -0.0826 -0.011 -0.057 -0.089
O -1.7858 1.1515 -0.2413 0.235 0.009 0.091
C -2.4357 2.2712 -0.8236 -0.028 0.077 0.051
C -3.6201 2.7723 -0.0157 -0.154 -0.185 0.040
H -2.2617 -0.7309 -2.0955 -0.116 0.055 0.086
H -3.5778 -1.5458 -1.2259 -0.017 0.139 0.000
H -3.8046 0.0814 -1.8676 -0.041 -0.033 0.082
H -1.9212 -0.7620 0.3895 0.089 0.204 0.024
H -3.3927 0.1632 0.6176 -0.071 0.000 -0.037
H -2.7285 2.0475 -1.8548 -0.085 -0.010 0.003
H -1.6878 3.0662 -0.8785 0.104 -0.187 0.051
H -4.4339 2.0428 -0.0045 -0.019 0.071 -0.045
H -4.0092 3.6996 -0.4427 0.041 -0.027 0.039
H -3.3309 2.9543 1.0224 0.053 0.071 -0.085
C -2.2458 6.5999 0.7748 -0.143 -0.124 -0.162
C -1.5827 7.7070 -0.0253 0.032 -0.098 0.111
O -1.0096 7.2589 -1.2450 0.180 0.011 -0.084
C -1.9038 6.6911 -2.1895 0.002 0.081 -0.047
C -2.9789 7.6543 -2.6624 -0.140 0.100 0.188
H -1.5565 5.7643 0.9221 0.037 0.094 0.028
H -2.5664 6.9718 1.7499 -0.027 -0.032 -0.062
H -3.1265 6.2080 0.2605 -0.043 0.049 0.142
H -0.7613 8.1225 0.5636 0.067 -0.026 -0.221
H -2.2802 8.5303 -0.2113 -0.077 -0.030 0.011
H -2.3463 5.7720 -1.7899 -0.094 0.009 0.018
H -1.2960 6.3956 -3.0481 0.134 0.046 0.174
H -3.6681 7.9130 -1.8549 -0.029 -0.049 -0.067
H -3.5636 7.2073 -3.4694 0.054 0.015 0.033
H -2.5327 8.5848 -3.0213 0.020 -0.098 -0.039
C 2.7386 0.1531 3.1979 -0.138 -0.133 0.169
C 2.4650 -0.3449 1.7895 0.037 0.073 0.048
O 2.4841 -1.7608 1.6753 0.109 -0.147 -0.164
C 1.5207 -2.4684 2.4422 -0.061 -0.023 -0.057
C 0.0873 -2.1245 2.0776 -0.039 0.254 0.051
H 3.6617 -0.2825 3.5885 -0.003 0.062 -0.080
H 2.8274 1.2412 3.2073 0.004 -0.055 -0.025
H 1.9335 -0.1227 3.8832 0.013 0.094 -0.018
H 3.2518 0.0252 1.1274 -0.037 -0.216 -0.044
H 1.5209 0.0560 1.4063 -0.040 0.033 0.062
H 1.7017 -2.3208 3.5119 -0.065 0.046 0.021
H 1.6885 -3.5296 2.2424 0.184 0.113 -0.076
H -0.1556 -1.0919 2.3403 -0.047 -0.058 0.014
H -0.6096 -2.7766 2.6088 0.049 0.005 -0.049
H -0.0742 -2.2340 1.0020 0.008 -0.075 0.062
C -7.1409 6.7978 3.8048 0.060 -0.149 0.205
C -6.5986 6.1951 2.5205 -0.018 0.086 0.050
O -5.2318 5.8202 2.6036 0.160 0.063 -0.116
C -4.9057 4.8285 3.5668 -0.005 -0.089 -0.053
C -5.5988 3.4986 3.3261 -0.261 0.025 -0.027
H -6.5051 7.6192 4.1438 -0.057 -0.002 -0.094
H -8.1548 7.1731 3.6519 0.056 -0.009 -0.013
H -7.1754 6.0597 4.6098 -0.084 0.035 -0.033
H -6.6618 6.9445 1.7276 0.197 -0.103 -0.007
H -7.2081 5.3454 2.1959 -0.043 -0.024 0.065
H -5.1050 5.1997 4.5776 -0.061 -0.044 0.024
H -3.8254 4.6776 3.4986 -0.049 0.194 -0.122
H -6.6792 3.5789 3.4688 0.047 -0.054 0.060
H -5.2263 2.7419 4.0201 0.006 0.053 -0.040
H -5.4295 3.1550 2.3029 0.066 0.019 0.075